1.
12
Properties=species:S:1:pos:R:3:forces:R:3:mulliken_charge:R:1 method="wB97M-V/def2-TZVPD" homo_lumo_gap_ev=8.434 smiles="S=C1CC(S)C1" homo_energy_ev=-8.6529 e_above_lowest_kj_mol=88.77
S -0.0066 3.0352 0.0803 0.14 -1.17 -0.16 -0.2765
C 0.0860 1.4251 -0.1370 -0.66 0.98 -0.02 0.0481
C -0.9034 0.3750 -0.6797 0.37 0.55 0.19 -0.6139
C -0.1742 -0.6162 0.2267 -0.31 -0.31 0.62 -0.0730
S -0.0246 -2.2968 -0.4004 0.12 -0.19 0.59 -0.2275
C 1.0320 0.3403 0.3213 -0.20 -0.10 0.06 -0.4169
H -0.6873 0.1995 -1.7348 0.00 -0.09 -0.08 0.2842
H -1.9757 0.4964 -0.5377 0.09 0.23 -0.02 0.3035
H -0.6578 -0.6541 1.2100 -0.05 -0.04 -0.32 0.2948
H 0.0712 -2.8457 0.8358 0.05 -0.05 -0.51 0.1386
H 1.5185 0.4510 1.2955 0.07 0.06 -0.36 0.2986
H 1.7220 0.0904 -0.4800 0.38 0.10 0.01 0.2399

2.
13
Properties=species:S:1:pos:R:3:forces:R:3:mulliken_charge:R:1 method="wB97M-V/def2-TZVPD" homo_lumo_gap_ev=10.223 smiles="C=CN(C)C=O" homo_energy_ev=-9.2917 e_above_lowest_kj_mol=118.59
C 0.1508 -1.5641 1.3884 0.07 0.12 -0.08 -0.7535
C 0.4394 -0.3608 0.9012 0.00 -0.25 0.18 -0.0516
N -0.0942 0.1820 -0.2892 0.10 -0.10 -0.12 0.0292
C -0.4837 1.5800 -0.2808 -0.02 0.20 -0.02 -0.9857
C 0.1118 -0.4244 -1.5041 -0.01 -0.03 0.06 0.1310
O -0.1122 0.0921 -2.5769 -0.03 -0.16 0.25 -0.5515
H 0.6401 -1.9173 2.2917 -0.04 0.08 -0.20 0.2531
H -0.5652 -2.2285 0.9135 0.06 0.15 0.02 0.2887
H 1.1535 0.2869 1.4128 -0.18 -0.03 -0.03 0.3183
H -1.1271 1.7922 0.5774 0.10 -0.10 -0.12 0.3420
H -1.0247 1.7777 -1.2063 0.08 0.05 0.13 0.3176
H 0.3986 2.2301 -0.2382 -0.12 -0.01 -0.01 0.3477
H 0.5130 -1.4458 -1.3896 -0.02 0.08 -0.05 0.3147

| no. | E (eV) | largest force on an atom (hartree/bohr) |
| --- | --- | --- |
| 1 | -25914.371 | 0.023 |
| 2 | -7798.415 | 0.006 |